Computed, not measured: 2 unconnected molecules or ions with the total composition C30H34F6O3, with ωB97M-V/def2-TZVPD.

Results
2S+1: 1
LUMO energy (eV): -3.98
Energy relative to the best compared isomer or geometry (same formula, charge and spin) (eV): 0.000
DFT total energy (eV): -54106.67324

Geometry as XYZ:
```
73
Properties=species:S:1:pos:R:3:forces:R:3
C -3.562302 -0.099196 0.824271 -0.203 0.170 0.055
C -2.070407 -0.255270 0.932131 0.095 0.349 0.257
O -1.536032 1.014632 1.317609 -0.442 -0.839 -0.282
C -0.186424 1.047586 1.452004 0.671 0.798 0.537
C 0.218249 2.345417 1.968298 -0.864 -0.937 -0.133
C 1.593498 2.676837 2.189505 1.141 1.077 0.118
O 1.923918 3.875254 2.323676 -0.354 -0.843 0.153
C 2.706382 1.633719 2.244934 -0.451 0.053 0.308
C 3.279353 1.373575 0.857894 0.139 -0.322 -0.151
C 3.975509 2.583998 0.204823 0.199 -0.289 -0.135
C 3.269754 3.143339 -1.041454 0.209 0.194 -0.172
C 2.566859 4.498932 -0.853341 -0.095 0.243 0.038
C 1.212331 4.593807 -1.571966 -0.030 -0.095 0.164
C 0.041194 3.980982 -0.791510 -0.050 -0.134 -0.142
C -0.514570 4.871892 0.318360 0.015 0.092 -0.102
C -1.510676 4.143476 1.224080 -0.065 0.319 -0.090
C -0.863301 3.325694 2.346865 0.534 -0.053 0.303
O 0.514271 0.085838 1.146024 -0.271 0.000 -0.087
H -4.008142 -1.058723 0.562365 -0.104 -0.027 -0.021
H -3.980319 0.235066 1.782428 0.051 -0.085 -0.246
H -3.821796 0.634748 0.053186 0.009 -0.120 0.143
H -1.801535 -1.004949 1.687486 0.071 0.048 -0.174
H -1.627736 -0.562092 -0.019623 0.104 -0.026 0.027
H 3.494154 2.026679 2.903079 -0.292 -0.012 -0.098
H 2.305390 0.702897 2.663017 0.193 0.127 -0.103
H 4.005853 0.553364 0.940810 -0.175 0.067 0.032
H 2.455700 0.989812 0.244665 0.257 0.107 -0.094
H 4.110673 3.374276 0.951143 -0.011 -0.050 -0.139
H 4.980585 2.261147 -0.103479 -0.168 0.113 0.179
H 4.034730 3.281843 -1.819733 -0.270 -0.119 0.015
H 2.562527 2.401120 -1.438613 0.071 0.083 0.133
H 2.441226 4.715113 0.218335 -0.036 -0.075 -0.308
H 3.222870 5.284816 -1.254231 -0.107 -0.113 0.168
H 0.994999 5.649337 -1.777223 -0.098 -0.122 -0.058
H 1.278428 4.075535 -2.537017 0.108 0.191 -0.004
H -0.775733 3.753937 -1.494940 0.096 0.026 0.148
H 0.335073 3.011747 -0.356863 0.085 0.187 -0.162
H 0.308881 5.271769 0.926339 -0.167 -0.081 -0.078
H -1.023254 5.729365 -0.150578 0.162 -0.130 0.095
H -2.142551 4.894901 1.712318 -0.052 -0.139 -0.047
H -2.172745 3.499618 0.632914 0.095 0.076 -0.015
H -1.655918 2.764924 2.856662 0.113 0.175 -0.008
H -0.413674 4.024726 3.064403 -0.098 -0.107 -0.169
F 4.404608 -4.976644 0.814206 -0.065 0.221 -1.223
C 4.361861 -4.642475 -0.514823 1.210 -0.397 0.280
F 5.357439 -3.734606 -0.729607 -0.850 -0.800 0.145
F 4.687911 -5.772421 -1.223241 -0.281 0.930 0.656
C 3.012223 -4.116437 -0.900758 0.147 0.280 -0.039
C 2.894988 -2.937036 -1.637801 -0.093 -0.101 0.063
C 1.642176 -2.395679 -1.845177 -0.309 0.286 0.144
C 0.460165 -3.032736 -1.355080 0.468 -0.155 0.031
C -0.789148 -2.389466 -1.492041 0.415 -0.482 -0.546
C -2.059483 -2.978190 -1.187616 -1.165 -0.247 0.509
C -2.278771 -3.727262 -0.002418 0.443 0.029 -0.175
C -3.533910 -4.203778 0.331979 -0.095 0.194 -0.171
C -4.616632 -3.896461 -0.487253 0.045 -0.149 0.189
C -6.005934 -4.239492 -0.035933 -1.079 -0.294 0.250
F -6.867573 -3.194487 -0.247021 0.708 -0.950 0.118
F -6.512961 -5.319615 -0.713056 0.352 0.918 0.600
F -6.061847 -4.532833 1.297371 0.037 0.167 -1.177
C -4.437059 -3.240505 -1.704520 0.026 0.017 0.050
C -3.182861 -2.775799 -2.043107 0.640 0.270 0.126
C 0.627701 -4.336039 -0.788652 0.071 -0.002 0.200
C 1.886185 -4.834052 -0.507909 -0.538 0.093 -0.120
H 3.783210 -2.449644 -2.026546 -0.159 0.009 0.162
H 1.545680 -1.452502 -2.383623 0.016 -0.189 0.205
H -0.791936 -1.421179 -1.988740 0.003 -0.178 -0.103
H -1.452239 -3.894534 0.689665 -0.306 0.161 -0.190
H -3.676941 -4.792875 1.233053 -0.006 0.275 -0.069
H -5.285364 -3.089469 -2.370596 0.201 0.081 0.196
H -3.034393 -2.243214 -2.982847 -0.068 -0.098 0.234
H -0.236025 -4.950840 -0.550642 0.217 0.205 -0.060
H 1.993642 -5.781219 0.013681 0.002 0.132 -0.141
```
Positions in Å, forces in eV/Å.


Computed, not measured: a molecular structure, C30H34IN4O7SiZn, with ωB97M-V/def2-TZVPD.

Results
2S+1: 1
LUMO energy (eV): 1.94
Energy relative to the best compared isomer or geometry (same formula, charge and spin) (eV): 0.112
Total charge: -1
DFT total energy (eV): -116352.72539

Geometry as XYZ:
```
78
Properties=species:S:1:pos:R:3:forces:R:3
Zn -0.471406 -0.347892 -0.206258 -0.139 -0.140 0.067
C -3.211710 2.734448 2.095857 0.053 0.023 0.022
C -2.196834 1.968733 2.894128 -0.007 -0.021 0.021
N -2.318256 1.954495 4.197290 0.042 -0.030 0.011
C -1.431153 1.241656 4.929703 -0.119 0.039 -0.072
C -0.380534 0.559810 4.376847 0.023 -0.015 0.005
C 0.565926 -0.165563 5.291033 0.089 0.047 -0.016
O 1.808304 0.528727 5.471630 -0.072 -0.033 0.006
C -0.208549 0.575652 2.973525 0.034 0.023 -0.086
C 1.006298 0.028753 2.407018 0.026 0.111 0.090
N 1.215987 -0.145621 1.156758 0.031 -0.072 -0.371
C 2.492418 -0.543398 0.706908 0.096 0.021 0.015
C 3.233204 -1.543666 1.328763 -0.098 -0.062 0.002
C 4.474135 -1.914778 0.838149 0.043 0.035 -0.032
C 4.993471 -1.294978 -0.288280 -0.034 0.001 0.030
C 4.265648 -0.299056 -0.925425 -0.002 -0.057 0.022
C 3.028117 0.066006 -0.428823 -0.110 0.103 0.031
I 1.938420 1.586722 -1.359079 0.244 0.116 -0.048
C -1.158914 1.262482 2.172702 0.131 -0.057 -0.080
O -1.131591 1.324274 0.894868 -0.102 0.065 0.065
H -3.679756 3.487361 2.727881 -0.008 -0.017 0.002
H -3.986802 2.051803 1.737718 -0.006 0.018 -0.016
H -2.749199 3.195466 1.221705 -0.013 -0.016 0.017
H -1.595149 1.228536 6.002322 -0.009 -0.009 -0.001
H 0.831632 -1.146737 4.897013 -0.004 -0.024 -0.003
H 0.075834 -0.319724 6.255876 0.005 0.006 0.062
H 1.595893 1.464115 5.560175 0.000 -0.014 -0.016
H 1.824302 -0.157423 3.106391 0.006 0.028 0.015
H 2.802245 -2.060901 2.177615 0.012 0.015 0.002
H 5.031083 -2.701332 1.331049 -0.019 -0.016 -0.015
H 5.955340 -1.594929 -0.684653 -0.021 0.003 0.001
H 4.653299 0.179453 -1.814817 -0.015 0.008 0.025
C -0.850037 -4.319386 3.753476 0.114 -0.063 0.009
Si -2.385944 -3.491373 3.070687 0.005 0.015 0.031
C -3.586655 -4.813577 2.511734 -0.073 -0.091 -0.059
C -3.157236 -2.452459 4.422545 -0.085 0.039 0.101
C -1.925534 -2.435219 1.675644 -0.007 0.112 -0.320
C -1.545742 -1.722434 0.754641 -0.149 -0.287 0.458
H -1.094014 -5.090169 4.491025 0.004 0.044 -0.014
H -0.200587 -3.581600 4.234235 -0.018 -0.035 -0.034
H -0.282144 -4.784778 2.943346 -0.022 0.006 0.052
H -3.806637 -5.526327 3.312888 0.004 0.046 -0.034
H -3.160031 -5.364190 1.668611 -0.042 0.010 0.043
H -4.528510 -4.370552 2.176554 0.045 -0.023 0.011
H -3.633566 -3.071561 5.189655 0.042 0.027 -0.016
H -3.910503 -1.775972 4.011176 0.015 -0.032 0.014
H -2.394603 -1.834365 4.904496 -0.035 0.017 -0.021
C -4.275979 3.020106 -2.119412 0.050 -0.018 0.016
N -2.950477 2.425602 -2.093684 -0.010 0.010 -0.100
C -1.894243 3.113470 -2.817677 -0.007 -0.005 0.035
C -2.718822 1.193287 -1.593297 -0.158 -0.073 0.263
C -3.843117 0.485636 -0.886479 0.023 -0.031 -0.039
O -1.625288 0.645603 -1.733020 0.246 0.050 -0.234
H -4.178819 4.056626 -2.434476 0.006 0.012 -0.002
H -4.739097 3.013802 -1.134464 0.020 -0.002 0.021
H -4.942881 2.512016 -2.821593 0.014 -0.004 -0.008
H -2.111283 3.149596 -3.888834 -0.012 0.001 0.005
H -0.962064 2.578483 -2.666158 -0.018 -0.011 0.005
H -1.792995 4.132187 -2.439841 -0.012 0.000 -0.007
H -4.540987 0.077642 -1.624161 0.014 0.041 0.009
H -4.392502 1.145539 -0.220681 -0.023 -0.006 0.006
H -3.413468 -0.334181 -0.312989 -0.024 0.009 0.007
O 1.869066 -3.096801 -2.077637 0.023 0.036 0.053
C 0.800614 -2.493291 -2.100056 0.021 0.118 -0.037
O 0.563747 -1.334497 -1.624546 0.068 0.041 0.013
C -0.364213 -3.157446 -2.831480 -0.035 -0.051 0.020
C -0.117634 -4.276072 -3.622492 -0.020 0.027 0.043
C -1.146792 -4.898693 -4.305805 0.010 -0.104 -0.054
C -2.429775 -4.392110 -4.174656 0.044 -0.038 0.130
C -2.704006 -3.288279 -3.385806 -0.122 -0.010 -0.011
C -1.660727 -2.669292 -2.718773 -0.005 0.021 -0.016
N -3.530374 -5.039790 -4.902274 0.105 0.340 -0.419
O -4.640507 -4.546103 -4.822404 -0.051 -0.093 0.172
O -3.267290 -5.995644 -5.609188 -0.003 -0.146 0.143
H 0.899730 -4.638831 -3.678175 -0.011 -0.013 -0.012
H -0.977039 -5.763619 -4.930688 0.010 0.017 0.014
H -3.721915 -2.935118 -3.306912 0.018 0.021 0.021
H -1.841986 -1.801621 -2.101889 -0.013 -0.004 -0.010
```
Positions in Å, forces in eV/Å.


Computed, not measured: a molecular structure, C30H35BCdF6N13O4S2, with ωB97M-V/def2-TZVPD.

Results
2S+1: 2
LUMO energy (spin up / spin down) (eV): 0.28 / -1.90
Energy relative to the best compared isomer or geometry (same formula, charge and spin) (eV): 1.937
DFT total energy (eV): -102455.82555

Geometry as XYZ:
```
92
Properties=species:S:1:pos:R:3:forces:R:3
Cd -0.679799 -0.450056 -0.249455 -0.372 0.343 0.232
C 2.127904 2.778317 -1.412440 -0.066 0.127 -0.105
C 1.250437 1.708747 -1.599616 -0.654 0.262 -0.090
N 0.589401 1.441365 -0.478117 0.335 0.200 0.385
N 1.014237 2.331679 0.449626 -0.136 0.331 -0.710
C 1.935786 3.144160 -0.099153 -0.085 -0.163 0.310
B 0.524221 2.453110 1.915461 -0.255 -0.159 0.019
N -0.839691 1.763036 2.126870 -0.051 -0.048 0.043
C -1.366347 1.461064 3.338590 0.025 -0.058 -0.145
C -2.732122 1.418312 3.222049 0.047 -0.063 0.000
C -2.966789 1.722659 1.873588 0.078 0.028 0.018
N -1.837322 1.936393 1.217662 0.058 0.008 -0.213
N 1.612556 1.799033 2.777900 -0.275 0.218 0.110
C 1.898729 1.936563 4.084262 0.140 0.017 0.230
C 2.993443 1.151808 4.369347 -0.047 -0.092 -0.018
C 3.310153 0.555904 3.145995 -0.057 -0.006 0.198
N 2.467582 0.944268 2.200059 0.367 -0.244 -0.009
N 0.385531 3.950110 2.227938 0.049 0.131 -0.089
C -0.127620 4.908755 1.424286 -0.101 0.131 0.037
C -0.230661 6.066713 2.157682 -0.008 -0.045 -0.065
C 0.236451 5.706504 3.431581 -0.057 -0.031 -0.090
N 0.593325 4.436223 3.466800 0.132 -0.071 0.219
H 2.769923 3.243004 -2.136142 0.061 0.079 -0.087
H 1.054003 1.131299 -2.487631 -0.013 -0.098 -0.044
H 2.394301 3.922595 0.481451 0.016 0.094 0.084
H -0.738512 1.277940 4.188390 0.125 0.013 0.137
H -3.451081 1.176005 3.983571 -0.012 0.009 0.042
H -3.913486 1.806647 1.365828 -0.039 -0.062 -0.079
H 1.341781 2.621267 4.696820 -0.034 -0.016 -0.015
H 3.478295 1.025339 5.318414 0.065 0.020 0.067
H 4.108727 -0.124018 2.910570 0.111 -0.145 -0.036
H -0.404902 4.698600 0.407753 -0.012 -0.043 -0.112
H -0.593329 7.022274 1.828935 -0.033 0.070 -0.050
H 0.322230 6.314321 4.316052 0.017 0.026 0.063
C -3.629413 0.418335 -1.748769 -0.138 0.095 0.012
N -2.252532 -0.009125 -1.822881 0.204 -0.137 -0.188
C -1.765747 -0.270547 -2.983078 -0.105 0.145 -0.045
C -0.494224 -0.892834 -3.162482 0.138 -0.081 -0.264
C 0.070357 -1.420216 -4.333999 -0.126 0.152 0.190
C 1.183855 -2.152947 -3.928651 -0.107 -0.146 0.215
C 1.236689 -2.034398 -2.531473 -0.390 -0.162 -0.027
N 0.246039 -1.266027 -2.072979 -0.076 -0.167 -0.217
C -4.616120 -0.735398 -1.744237 -0.057 0.042 0.023
C -5.943001 -0.462050 -1.418596 0.023 -0.031 -0.002
C -6.891234 -1.469751 -1.409496 -0.012 0.002 0.018
C -6.523229 -2.773809 -1.714371 -0.016 -0.010 -0.003
C -5.205503 -3.054409 -2.029366 0.013 -0.013 -0.024
C -4.256181 -2.039582 -2.051622 0.019 0.027 -0.032
H -3.863676 1.094954 -2.581772 -0.004 -0.048 0.030
H -3.758519 0.980887 -0.827718 -0.009 0.142 0.051
H -2.354724 -0.065623 -3.882519 -0.003 -0.024 0.039
H -0.311156 -1.298156 -5.333534 -0.032 -0.003 -0.082
H 1.855964 -2.719511 -4.551246 0.031 -0.053 -0.047
H 1.899231 -2.529161 -1.844316 -0.325 0.053 0.141
H -6.233491 0.551456 -1.168422 -0.007 0.049 0.014
H -7.917455 -1.241376 -1.154084 -0.025 0.010 0.001
H -7.261140 -3.564127 -1.700272 -0.016 -0.027 0.015
H -4.900673 -4.069164 -2.248638 -0.005 -0.017 -0.005
H -3.229550 -2.283325 -2.284055 -0.001 -0.007 0.003
F 0.661780 -4.210024 3.870148 -0.109 -0.169 -0.101
C 0.929038 -2.980394 3.472996 0.133 0.009 0.192
F 0.528973 -2.133892 4.410174 -0.077 0.183 -0.071
F 2.254403 -2.876479 3.332817 -0.162 0.226 -0.149
S 0.101046 -2.592529 1.833779 0.418 -0.556 0.307
O -0.418177 -1.228302 1.928911 0.052 0.236 -0.085
O 1.141711 -2.751563 0.848100 0.087 -0.012 -0.023
N -1.017879 -3.685737 1.855903 0.053 0.082 -0.079
S -2.156964 -3.533618 0.761541 -0.243 0.054 0.131
O -1.683946 -2.761164 -0.366109 -0.103 0.039 -0.117
O -2.833107 -4.762059 0.534948 0.057 -0.121 0.066
C -3.432962 -2.416820 1.570484 -0.151 -0.091 0.138
F -3.316817 -2.421144 2.896512 0.045 -0.103 -0.043
F -4.660874 -2.805150 1.249420 0.122 -0.095 -0.034
F -3.271377 -1.165022 1.143426 0.102 0.219 -0.096
C 4.337206 -2.169175 -2.087378 0.159 -0.047 -0.124
C 4.266227 -0.648667 -2.123511 -0.048 -0.247 -0.103
C 3.813457 -0.145817 -3.488716 0.017 0.062 0.021
C 5.613570 -0.033956 -1.723265 -0.078 -0.009 0.014
N 3.259652 -0.154104 -1.158593 0.894 -0.673 1.272
N 3.268800 -0.544234 0.123951 -0.385 0.063 -1.323
H 5.170593 -2.496279 -2.706594 0.065 0.014 -0.001
H 3.426343 -2.614236 -2.477440 0.510 0.008 -0.053
H 4.514239 -2.543339 -1.079539 0.060 -0.038 0.063
H 4.525034 -0.466060 -4.247576 0.042 0.000 -0.030
H 3.767294 0.944275 -3.507863 0.069 0.082 0.006
H 2.829346 -0.542618 -3.737153 0.147 0.067 -0.022
H 6.384769 -0.379239 -2.410672 0.001 0.004 -0.027
H 5.886244 -0.330843 -0.711455 0.019 -0.032 0.026
H 5.576044 1.054630 -1.768554 -0.012 0.047 0.005
H 3.028435 0.828071 -1.269467 0.030 0.179 0.151
H 2.819683 0.121345 0.804518 -0.200 0.140 0.153
H 3.076292 -1.529894 0.289912 0.190 -0.070 -0.114
```
Positions in Å, forces in eV/Å.